No. 1
{"formula": "C39H62BBiBrN3O5P2S", "method": "wB97M-V/def2-TZVPD", "species": ["Bi", "C", "C", "C", "P", "C", "C", "C", "C", "C", "C", "C", "C", "C", "N", "C", "C", "C", "C", "C", "C", "P", "C", "C", "C", "C", "C", "C", "H", "H", "H", "H", "H", "H", "H", "H", "H", "H", "H", "H", "H", "H", "H", "H", "H", "H", "H", "H", "H", "H", "H", "H", "H", "H", "H", "H", "H", "H", "H", "H", "H", "H", "H", "H", "C", "C", "C", "C", "C", "C", "C", "Br", "C", "O", "C", "C", "C", "C", "C", "C", "H", "H", "H", "H", "H", "H", "H", "H", "H", "H", "H", "H", "H", "H", "H", "H", "H", "H", "H", "H", "N", "H", "H", "H", "B", "C", "N", "H", "H", "H", "O", "S", "O", "O", "O"], "coordinates": [[-0.0565, -0.5270, 1.5785], [-1.1334, 2.9512, 5.8208], [-1.5585, 2.0212, 4.6867], [-1.5735, 0.5934, 5.2126], [-0.5911, 1.9744, 3.0617], [-1.1341, 3.5882, 2.1990], [0.0002, 4.0772, 1.3104], [-1.6970, 4.7450, 3.0183], [1.1573, 2.3176, 3.5149], [1.4911, 3.4457, 4.2551], [2.7853, 3.7231, 4.6543], [3.7943, 2.8387, 4.2998], [3.5066, 1.7426, 3.5272], [2.1971, 1.4543, 3.0647], [1.9943, 0.5212, 2.1170], [2.9787, -0.3710, 1.7339], [3.6749, -1.2059, 2.6095], [4.6246, -2.0798, 2.1224], [4.8973, -2.1439, 0.7647], [4.1793, -1.3601, -0.1208], [3.2211, -0.4769, 0.3499], [2.1495, 0.6550, -0.6075], [3.4371, 2.0027, -1.0069], [3.4765, 2.9638, 0.1769], [4.8620, 1.5460, -1.2987], [1.8657, -0.1603, -2.3073], [2.8829, -0.0418, -3.4423], [1.4577, -1.6144, -2.0976], [-1.8006, 2.7895, 6.6701], [-1.1875, 4.0030, 5.5539], [-0.1211, 2.7158, 6.1411], [-2.5738, 2.2781, 4.3599], [-0.5688, 0.2433, 5.4368], [-1.9783, -0.0936, 4.4799], [-2.1770, 0.5091, 6.1163], [-1.9436, 3.2248, 1.5573], [0.8059, 4.4957, 1.9105], [-0.3544, 4.8395, 0.6177], [0.3943, 3.2476, 0.7295], [-0.9294, 5.2225, 3.6234], [-2.5098, 4.4184, 3.6600], [-2.0913, 5.5009, 2.3363], [0.7159, 4.1478, 4.5195], [3.0059, 4.6162, 5.2245], [4.8165, 3.0233, 4.6142], [4.3094, 1.0868, 3.2200], [3.4296, -1.1771, 3.6610], [5.1557, -2.7284, 2.8072], [5.6512, -2.8264, 0.3965], [4.3875, -1.4291, -1.1800], [3.0291, 2.5413, -1.8726], [3.8569, 2.4552, 1.0590], [2.4866, 3.3413, 0.4101], [4.1300, 3.8102, -0.0423], [5.2667, 1.0274, -0.4321], [5.4854, 2.4202, -1.4998], [4.9205, 0.8848, -2.1556], [0.9689, 0.3848, -2.6420], [3.7789, -0.6267, -3.2449], [3.1647, 0.9940, -3.6285], [2.4282, -0.4365, -4.3537], [2.3043, -2.2369, -1.8244], [1.0154, -2.0137, -3.0112], [0.7234, -1.6854, -1.3013], [-3.7469, 1.5171, -5.6050], [-3.6682, -0.0004, -5.4057], [-5.1035, -0.5454, -5.4282], [-2.8620, -0.5965, -6.5671], [-3.0096, -0.3772, -4.0894], [-2.4979, 0.5647, -3.2144], [-1.9474, 0.1566, -2.0251], [-1.2639, 1.5316, -0.8581], [-1.8397, -1.1825, -1.5706], [-1.3405, -1.4623, -0.4428], [-2.3382, -2.1444, -2.5149], [-2.9017, -1.7134, -3.6997], [-2.2909, -3.6511, -2.2623], [-1.5701, -4.3333, -3.4407], [-1.5589, -4.0711, -0.9836], [-3.7358, -4.1708, -2.1641], [-4.2496, 1.7392, -6.5469], [-2.7547, 1.9602, -5.6372], [-4.3124, 1.9811, -4.8004], [-5.6131, -0.2632, -6.3503], [-5.6583, -0.1379, -4.5857], [-5.1136, -1.6290, -5.3493], [-3.3244, -0.3464, -7.5228], [-2.8001, -1.6783, -6.4817], [-1.8492, -0.1989, -6.5506], [-2.5048, 1.6191, -3.4345], [-3.2860, -2.4647, -4.3789], [-0.5770, -3.9035, -3.5531], [-2.1060, -4.2124, -4.3816], [-1.4624, -5.3992, -3.2442], [-0.5139, -3.7760, -1.0109], [-1.6045, -5.1576, -0.8834], [-1.9960, -3.6213, -0.0970], [-4.3160, -3.9241, -3.0530], [-4.2254, -3.7210, -1.3027], [-3.7368, -5.2534, -2.0396], [-3.4085, 1.0435, 1.9872], [-4.3889, 0.8884, 2.1948], [-2.9276, 0.1992, 2.3019], [-3.3262, 1.0295, 0.9746], [2.3054, -4.7410, 0.7967], [1.5272, -3.4299, 1.0224], [1.0499, -2.3796, 1.1389], [2.9727, -4.5685, -0.1944], [1.5373, -5.6502, 0.6555], [3.0068, -4.8877, 1.7634], [-1.9693, -1.3854, 2.6198], [-1.1290, -2.2273, 3.5751], [-0.9109, -3.5470, 3.0482], [0.1716, -1.3771, 3.5786], [-1.7174, -2.2491, 4.8983]], "atomic_forces_ev_per_a": [[-0.79, 1.09, -0.95], [-0.03, 0.03, -0.28], [0.09, -0.26, -0.13], [-0.15, 0.09, -0.18], [-0.02, 1.53, 0.78], [0.08, -0.44, -0.14], [-0.17, -0.12, 0.02], [0.04, -0.29, 0.00], [-0.35, -0.12, 0.06], [0.18, 0.02, 0.05], [0.03, 0.37, 0.17], [-0.02, 0.00, 0.02], [0.27, -0.18, 0.07], [0.29, 0.48, 0.14], [-0.69, -0.29, 0.67], [0.89, -0.18, -0.45], [-0.09, 0.06, 0.00], [0.08, 0.01, 0.13], [0.10, -0.12, -0.17], [0.16, -0.08, 0.08], [-0.27, 0.34, 0.14], [0.90, -0.07, -1.38], [-0.40, -0.03, 0.22], [-0.08, 0.01, -0.17], [-0.23, 0.04, -0.07], [0.06, 0.20, 0.24], [-0.15, 0.07, 0.22], [-0.07, 0.21, -0.01], [-0.05, -0.04, 0.04], [0.07, 0.15, 0.04], [0.07, 0.02, 0.09], [0.11, -0.01, -0.06], [0.11, -0.03, 0.08], [-0.12, 0.19, 0.16], [-0.06, 0.03, 0.12], [0.03, -0.01, 0.07], [0.13, 0.02, -0.03], [-0.06, 0.12, -0.11], [0.21, -0.07, -0.15], [0.06, 0.07, 0.11], [-0.10, 0.04, 0.13], [-0.03, 0.07, -0.06], [-0.08, 0.00, 0.04], [-0.02, 0.03, 0.05], [0.00, -0.02, -0.03], [0.02, 0.04, 0.02], [-0.01, 0.00, 0.11], [-0.01, -0.05, 0.02], [-0.02, -0.08, -0.03], [-0.05, -0.01, -0.06], [0.00, -0.11, 0.00], [0.05, 0.01, 0.15], [-0.08, 0.09, 0.11], [0.10, 0.09, 0.03], [0.09, -0.02, 0.03], [0.09, 0.07, -0.01], [0.08, -0.12, -0.08], [0.07, -0.07, 0.11], [0.13, -0.04, 0.00], [0.10, 0.04, -0.06], [0.00, -0.02, -0.09], [0.15, -0.12, 0.05], [-0.09, -0.05, -0.08], [-0.12, -0.19, -0.01], [0.01, -0.28, 0.02], [-0.06, 0.01, -0.11], [0.16, 0.08, -0.05], [-0.16, 0.11, 0.09], [-0.02, 0.11, -0.01], [0.00, 0.02, -0.06], [0.17, 0.32, 0.26], [-0.41, -0.02, -0.39], [-0.15, 0.30, -0.27], [0.15, 0.00, 0.42], [0.12, -0.02, 0.14], [-0.02, 0.19, -0.09], [-0.06, -0.26, 0.01], [-0.15, 0.08, 0.14], [-0.09, 0.03, 0.02], [0.18, 0.04, -0.06], [-0.03, 0.01, -0.09], [0.12, 0.10, 0.01], [-0.05, 0.11, 0.09], [-0.06, 0.02, -0.14], [-0.11, 0.00, 0.09], [-0.03, -0.14, 0.03], [-0.04, 0.00, -0.16], [0.02, -0.13, -0.02], [0.12, 0.02, -0.04], [-0.07, 0.14, -0.06], [-0.02, -0.08, -0.03], [0.13, 0.00, -0.04], [-0.03, 0.01, -0.10], [0.01, -0.14, 0.02], [0.09, -0.01, 0.05], [0.00, -0.10, -0.08], [0.03, -0.06, 0.03], [-0.06, 0.01, -0.08], [-0.08, 0.02, 0.09], [-0.02, -0.14, 0.04], [-0.15, 0.05, -0.03], [-0.05, -0.01, -0.01], [-0.15, 0.01, 0.07], [-0.01, 0.06, -0.01], [0.19, -0.43, -0.04], [-0.33, 1.16, -0.02], [0.76, -1.82, -0.32], [0.14, 0.04, -0.22], [-0.22, -0.22, -0.02], [0.18, -0.10, 0.20], [0.01, -0.46, -0.08], [-0.82, -0.79, 1.22], [0.31, -0.02, -0.37], [-0.03, -0.39, 0.14], [0.16, 0.18, 0.06]], "charge": -2, "lumo_energy_ha": 0.143, "e_tot_ev": -162132.3017}

No. 2
{"formula": "C8H7N3O3", "method": "wB97M-V/def2-TZVPD", "species": ["C", "C", "C", "C", "C", "C", "C", "C", "N", "N", "N", "O", "O", "O", "H", "H", "H", "H", "H", "H", "H"], "coordinates": [[0.0967, -2.7851, -2.0175], [-2.4643, -0.0773, 0.8723], [-1.6169, 0.4567, 1.8400], [-1.8416, -0.7420, -0.1723], [-0.2390, 0.3968, 1.7901], [-0.5181, -0.7552, -0.1187], [2.5871, -0.0660, -1.8434], [0.5993, -1.4538, -2.0599], [-0.1772, -3.8986, -2.0853], [0.2402, -0.3225, 0.8183], [-0.2225, -0.4328, -2.6224], [-1.4216, -0.6939, -2.7261], [0.2615, 0.7034, -2.9317], [1.9379, -1.3073, -1.9139], [-3.5053, -0.0909, 1.0456], [-2.1533, 0.7120, 2.7146], [-2.4275, -1.2100, -0.9270], [0.4301, 0.8645, 2.6425], [2.4610, 0.4941, -0.7999], [2.2770, 0.6845, -2.4783], [3.6264, -0.3247, -2.0420]], "atomic_forces_ev_per_a": [[0.38, -0.05, -0.83], [2.42, -0.32, 0.66], [-1.55, 0.06, 0.46], [-2.58, -0.16, -0.60], [-0.06, 0.75, 2.55], [3.40, -0.24, -0.27], [1.49, 1.17, 3.52], [0.08, 1.81, 3.36], [-0.21, -0.06, 0.25], [1.89, -0.38, -2.19], [-0.57, 2.14, -1.47], [0.91, -0.01, -0.61], [-1.00, -2.66, 0.76], [-1.85, -1.07, -0.63], [-0.97, 0.04, -0.14], [0.01, 1.13, 0.96], [-0.15, -0.23, -0.50], [-1.27, -1.22, -2.03], [0.37, -1.75, -1.76], [-0.73, 0.86, -1.84], [-0.02, 0.19, 0.34]], "lumo_energy_ha": [-0.044, -0.045], "e_tot_ev": -19014.1718}

No. 3
{"formula": "C5H8O3", "method": "wB97M-V/def2-TZVPD", "species": ["O", "C", "C", "O", "C", "O", "C", "C", "H", "H", "H", "H", "H", "H", "H", "H"], "coordinates": [[-1.0548, 0.5538, 1.5454], [-0.8241, 0.4479, 0.1406], [0.1900, 1.4349, -0.4342], [1.4135, 0.8143, 0.1529], [1.7329, -0.5165, 0.2407], [0.7293, -1.4300, 0.5693], [-0.2630, -0.9476, -0.2805], [-1.9016, -0.6067, -0.3678], [-0.2464, 0.1130, 1.9979], [0.1183, 2.4384, -0.1692], [0.3423, 1.2707, -1.5173], [2.2118, -0.7742, -0.7194], [2.4465, -0.5098, 1.1937], [0.0539, -0.8411, -1.3313], [-2.6125, -0.7895, 0.4189], [-2.3361, -0.6574, -1.4398]], "atomic_forces_ev_per_a": [[2.49, -0.85, 0.11], [-0.79, -2.09, -0.64], [0.60, -4.47, -0.72], [-0.39, 3.31, 0.89], [3.01, 0.36, 1.97], [-1.56, -0.26, -0.24], [-4.00, 2.03, -0.63], [2.54, 0.52, -1.24], [-1.84, 1.08, -0.98], [0.22, 1.57, 0.72], [-0.67, 0.54, 0.28], [0.06, -0.58, 0.33], [-0.96, -0.46, -2.35], [0.11, -0.53, 0.45], [0.09, -0.31, 0.14], [1.08, 0.14, 1.92]], "smiles": "O[C@@]12COCO[C@H]1C2", "lumo_energy_ha": 0.031, "e_tot_ev": -11452.4651}

No. 4
{"formula": "C2H6NOS", "method": "wB97M-V/def2-TZVPD", "species": ["C", "S", "H", "H", "H", "C", "N", "O", "H", "H", "H"], "coordinates": [[0.1213, 0.6678, 2.1783], [1.6780, 0.5799, 1.0680], [0.3962, 1.0652, 3.2074], [-0.6053, 1.3691, 1.8285], [-0.3451, -0.3382, 2.3093], [-1.4362, -0.4149, -1.3726], [-0.1030, -0.2843, -1.5639], [-2.0812, -1.3484, -1.8018], [-1.9117, 0.3930, -0.7701], [0.4776, 0.1817, -0.7749], [0.4009, -0.6887, -2.3603]], "atomic_forces_ev_per_a": [[1.59, -0.55, 0.99], [-1.26, 0.18, 0.70], [-0.13, -0.64, -1.06], [-0.56, 0.36, -0.60], [0.31, 0.73, -0.14], [0.99, -0.42, -0.06], [0.87, 1.51, 0.82], [-1.00, -0.13, -0.57], [0.39, -0.35, 0.06], [-0.48, -0.45, -1.06], [-0.72, -0.25, 0.93]], "charge": -1, "lumo_energy_ha": 0.151, "e_tot_ev": -16545.1708}